1.
Density functional theory data (wB97M-V/def2-TZVPD) for CCl4 in the gas phase.

Summary:
Lowest unoccupied orbital energy = 0.009 Eh
Frontier orbital gap = 0.42669 Ha
Energy = -1878.856759 Eh
2S+1 = 1
HOMO = -11.3581 eV

Last column: Löwdin charge in e.
Geometry (Å):
C  -0.0089  -0.0207  -0.0012  -2.051
Cl  -0.7600  1.5946  -0.1438  0.497
Cl  -1.0498  -1.2108  -0.7624  0.532
Cl  1.5665  -0.0100  -0.8136  0.509
Cl  0.2522  -0.3532  1.7211  0.512

***

2.
Density functional theory data (wB97M-V/def2-TZVPD) for 2 unconnected molecules or ions with the total composition CCl4OS at a distorted geometry.

Summary:
Lowest unoccupied orbital energy = -0.037 Eh
Frontier orbital gap = 0.31368 Ha
Energy = -2352.182942 Eh
2S+1 = 1
HOMO = -9.5299 eV

Last column: Löwdin charge in e.
Geometry (Å):
C  -2.6621  0.5251  -0.0881  -1.054
O  3.7242  -0.0842  -0.1839  -0.554
S  2.4788  -0.1687  0.5051  0.244
Cl  -4.0042  -0.3336  -0.6144  0.540
Cl  -1.8808  -0.2173  1.1902  0.514
Cl  1.4443  -1.7762  -0.3295  0.151
Cl  1.2679  1.3518  -0.2555  0.159

***

3.
Density functional theory data (wB97M-V/def2-TZVPD) for CClF3 in the gas phase at a distorted geometry.

Summary:
Lowest unoccupied orbital energy = 0.030 Eh
Frontier orbital gap = 0.47436 Ha
Energy = -797.882530 Eh
2S+1 = 1
HOMO = -12.0879 eV

Last column: Löwdin charge in e.
Geometry (Å):
C  0.1276  0.0419  0.0237  -1.048
F  0.3721  -1.0249  -0.7896  0.046
F  0.2933  -0.3449  1.1753  0.172
F  0.8483  1.1543  -0.3295  0.101
Cl  -1.6413  0.1736  -0.0800  0.730

***

4.
Density functional theory data (wB97M-V/def2-TZVPD) for CClF3OS in the gas phase at a distorted geometry.

Summary:
Lowest unoccupied orbital energy = -0.013 Eh
Frontier orbital gap = 0.37661 Ha
Energy = -1271.272376 Eh
2S+1 = 1
HOMO = -10.5907 eV

Last column: Löwdin charge in e.
Geometry (Å):
C  0.7250  0.2132  -0.0872  -1.038
O  -1.4296  -1.5885  0.4977  -0.423
F  1.2789  -0.5595  0.9297  -0.008
F  0.8474  1.4558  0.3347  0.031
F  -1.6980  0.8903  0.3046  -0.334
S  -1.2533  -0.4961  -0.4209  1.002
Cl  1.5295  0.0848  -1.5587  0.771